1.
A molecular structure, C78H61CoOP2S2SbTe at a distorted geometry, computed with wB97M-V/def2-TZVPD.

For the highest occupied orbital energy (spin up / spin down), the calculation gives -12.0 / -12.1 eV. As for the HOMO-LUMO gap (spin up / spin down): 7.044 / 7.902 eV. The net charge is +2. The spin multiplicity is 2. The calculation puts the largest force on an atom at 2.3 eV Å⁻¹. Its expectation value of S² is 0.788.

Each line ends with the Löwdin charge.
Element x y z (Å)
Co 0.08 0.10 -0.16  -0.210
O 0.25 1.92 -1.18  -0.625
S -0.18 2.90 -0.04  1.006
C 1.29 3.77 0.37  -0.323
C 1.11 4.85 1.20  -0.092
C 2.17 5.68 1.60  0.011
C 3.41 5.37 1.14  -0.133
C 4.71 6.11 1.33  -0.086
C 5.79 5.14 0.79  -0.085
C 5.00 4.00 0.19  -0.141
C 5.43 2.88 -0.43  0.011
C 4.46 1.91 -0.77  -0.072
C 3.10 2.03 -0.57  -0.246
P 2.20 0.50 -1.09  1.041
C 3.41 -0.85 -0.92  -0.369
C 3.98 -1.49 -2.02  -0.089
C 4.84 -2.57 -1.84  -0.063
C 5.14 -3.02 -0.57  -0.067
C 4.58 -2.38 0.54  -0.063
C 3.73 -1.31 0.36  -0.102
C 1.92 0.63 -2.87  -0.357
C 0.90 -0.14 -3.43  -0.108
C 0.66 -0.12 -4.80  -0.064
C 1.44 0.69 -5.62  -0.061
C 2.44 1.48 -5.07  -0.055
C 2.68 1.45 -3.70  -0.062
C 2.61 3.27 0.01  -0.097
C 3.62 4.18 0.41  -0.066
C -1.35 3.97 -0.85  -0.269
C -1.38 5.33 -0.72  -0.035
C -2.23 6.16 -1.49  0.009
C -2.98 5.56 -2.45  -0.135
C -3.88 6.17 -3.51  -0.083
C -4.45 4.95 -4.29  -0.083
C -3.83 3.74 -3.62  -0.139
C -3.98 2.42 -3.86  0.011
C -3.38 1.51 -2.95  -0.046
C -2.59 1.88 -1.88  -0.254
P -2.25 0.55 -0.64  1.090
C -3.18 1.02 0.84  -0.385
C -3.02 0.18 1.95  -0.128
C -3.75 0.40 3.10  -0.062
C -4.62 1.49 3.18  -0.060
C -4.78 2.32 2.08  -0.063
C -4.07 2.08 0.91  -0.072
C -3.19 -0.89 -1.24  -0.374
C -4.54 -1.05 -0.94  -0.069
C -5.24 -2.15 -1.43  -0.056
C -4.60 -3.08 -2.24  -0.057
C -3.25 -2.93 -2.54  -0.066
C -2.55 -1.84 -2.03  -0.114
C -2.27 3.28 -1.73  -0.136
C -2.98 4.16 -2.57  -0.080
H 0.13 5.04 1.61  0.108
H 1.97 6.53 2.24  0.131
H 4.88 6.39 2.37  0.126
H 4.69 7.04 0.75  0.130
H 6.42 4.77 1.59  0.129
H 6.45 5.61 0.06  0.127
H 6.48 2.68 -0.62  0.128
H 4.84 0.99 -1.20  0.104
H 3.77 -1.15 -3.02  0.106
H 5.28 -3.05 -2.71  0.111
H 5.81 -3.86 -0.43  0.110
H 4.81 -2.73 1.54  0.109
H 3.31 -0.82 1.24  0.069
H 0.29 -0.77 -2.80  0.064
H -0.13 -0.72 -5.22  0.110
H 1.26 0.72 -6.69  0.112
H 3.04 2.12 -5.70  0.113
H 3.46 2.08 -3.28  0.107
H -0.69 5.83 -0.06  0.093
H -2.21 7.23 -1.34  0.127
H -3.32 6.84 -4.15  0.127
H -4.68 6.76 -3.05  0.127
H -4.18 5.00 -5.35  0.126
H -5.53 4.90 -4.24  0.126
H -4.58 2.04 -4.67  0.125
H -3.61 0.46 -3.09  0.097
H -2.35 -0.67 1.88  0.061
H -3.62 -0.25 3.96  0.113
H -5.17 1.67 4.09  0.115
H -5.47 3.16 2.13  0.114
H -4.21 2.73 0.05  0.111
H -5.05 -0.32 -0.32  0.113
H -6.29 -2.26 -1.19  0.114
H -5.15 -3.92 -2.64  0.115
H -2.75 -3.65 -3.17  0.099
H -1.50 -1.75 -2.26  0.072
Te 1.08 0.93 2.37  1.494
C 0.91 -0.55 3.84  -0.526
C -0.30 -1.16 4.14  -0.150
C -0.35 -2.15 5.12  -0.067
C 0.82 -2.52 5.79  -0.073
C 2.02 -1.90 5.49  -0.077
C 2.07 -0.90 4.52  -0.143
C 0.15 2.51 3.39  -0.503
C 0.92 3.24 4.29  -0.135
C 0.35 4.31 4.98  -0.071
C -0.98 4.64 4.77  -0.067
C -1.74 3.92 3.86  -0.066
C -1.18 2.85 3.17  -0.146
H -1.21 -0.88 3.62  0.063
H -1.29 -2.62 5.36  0.110
H 0.78 -3.28 6.55  0.111
H 2.92 -2.17 6.02  0.110
H 3.01 -0.42 4.29  0.092
H 1.96 3.00 4.45  0.100
H 0.95 4.87 5.68  0.112
H -1.42 5.47 5.31  0.111
H -2.78 4.17 3.70  0.105
H -1.78 2.29 2.47  0.057
S 0.06 -1.92 0.82  0.223
Sb 0.01 -4.09 0.02  1.397
C -1.65 -4.95 0.94  -0.361
C -2.86 -4.25 0.94  -0.119
C -3.94 -4.78 1.62  -0.064
C -3.82 -5.98 2.31  -0.060
C -2.61 -6.67 2.32  -0.064
C -1.51 -6.15 1.63  -0.107
C 1.70 -4.97 0.83  -0.373
C 2.53 -5.77 0.04  -0.108
C 3.68 -6.32 0.60  -0.071
C 4.00 -6.06 1.92  -0.064
C 3.17 -5.25 2.70  -0.069
C 2.02 -4.70 2.16  -0.121
C 0.02 -4.43 -2.01  -0.380
C 0.84 -3.66 -2.82  -0.127
C 0.88 -3.90 -4.19  -0.060
C 0.10 -4.92 -4.73  -0.053
C -0.71 -5.70 -3.92  -0.066
C -0.76 -5.46 -2.55  -0.121
H -2.96 -3.31 0.41  0.077
H -4.89 -4.26 1.61  0.110
H -4.67 -6.39 2.84  0.114
H -2.51 -7.60 2.86  0.114
H -0.57 -6.68 1.65  0.103
H 2.28 -5.97 -1.00  0.102
H 4.32 -6.94 0.00  0.114
H 4.89 -6.48 2.35  0.113
H 3.43 -5.06 3.74  0.111
H 1.39 -4.07 2.77  0.094
H 1.45 -2.87 -2.40  0.082
H 1.51 -3.31 -4.83  0.111
H 0.13 -5.11 -5.80  0.115
H -1.31 -6.49 -4.35  0.116
H -1.40 -6.06 -1.92  0.109

2.
A molecular structure, C26H47BaFO3 at a distorted geometry, computed with wB97M-V/def2-TZVPD.

For the highest occupied orbital energy, the calculation gives -15.1 eV. As for the HOMO-LUMO gap: 7.090 eV. The net charge is +2. The calculation puts the largest force on an atom at 13.6 eV Å⁻¹.

Each line ends with the Löwdin charge.
Element x y z (Å)
C -0.98 1.04 -3.52  -0.127
C -0.43 -0.23 -4.19  -0.199
C 1.10 -0.18 -4.38  -0.188
C 1.89 -1.29 -3.68  -0.188
C 3.25 -0.83 -3.17  -0.199
C 3.78 -1.69 -2.04  -0.201
C 3.10 -1.47 -0.71  -0.215
C 3.38 -2.62 0.24  -0.181
C 2.83 -2.52 1.66  -0.150
C 1.50 -1.79 1.89  -0.088
C 0.22 -2.55 1.49  -0.295
C -0.51 -3.15 2.69  -0.031
C -1.69 -2.40 3.26  -0.378
C -1.33 -1.46 4.38  -0.016
F -2.57 -3.35 3.78  0.001
O 0.64 -3.68 0.65  0.110
C 0.36 -3.49 -0.63  -0.549
O 0.54 -4.24 -1.54  0.207
O -0.19 -2.25 -0.79  0.075
C -0.73 -1.91 0.46  -0.249
C -1.20 -0.48 0.48  -0.119
C -0.09 0.59 0.12  -0.204
C -0.08 1.81 1.18  -0.357
C 1.21 1.89 1.98  -0.027
C -0.27 3.30 0.47  -0.299
C -1.10 4.25 1.48  -0.098
C -2.64 3.91 1.63  -0.069
C -3.43 3.70 0.53  -0.554
C -4.36 2.35 0.41  -0.124
C -3.29 4.73 -0.66  -0.048
H -1.57 0.71 -2.66  -0.006
H -0.18 1.68 -3.16  0.064
H -1.66 1.60 -4.16  0.082
H -0.70 -1.10 -3.60  0.102
H -0.93 -0.35 -5.15  0.112
H 1.46 0.78 -4.01  0.089
H 1.32 -0.19 -5.44  0.118
H 2.07 -2.07 -4.41  0.126
H 1.30 -1.74 -2.89  0.082
H 3.20 0.22 -2.86  0.104
H 3.96 -0.88 -4.00  0.119
H 4.85 -1.54 -1.93  0.122
H 3.65 -2.73 -2.32  0.126
H 3.42 -0.52 -0.27  0.121
H 2.03 -1.43 -0.90  0.074
H 4.45 -2.74 0.30  0.126
H 3.00 -3.52 -0.22  0.112
H 3.56 -2.02 2.29  0.121
H 2.73 -3.52 2.07  0.126
H 1.44 -1.62 2.96  0.113
H 1.53 -0.80 1.45  0.073
H 0.22 -3.34 3.47  0.141
H -0.88 -4.12 2.38  0.149
H -2.27 -1.89 2.49  0.117
H -1.02 -2.05 5.23  0.102
H -0.49 -0.82 4.11  0.068
H -2.18 -0.86 4.70  0.084
H -1.65 -2.49 0.58  0.171
H -1.99 -0.44 -0.28  0.097
H -1.67 -0.22 1.42  0.106
H -0.35 1.03 -0.86  -0.008
H 0.88 0.16 -0.04  0.097
H -0.91 1.74 1.90  0.117
H 2.05 1.61 1.35  0.101
H 1.17 1.25 2.85  0.096
H 1.41 2.91 2.32  0.095
H 0.72 3.68 0.26  0.143
H -0.84 3.21 -0.50  -0.158
H -0.95 5.30 1.23  0.127
H -0.64 4.08 2.44  0.121
H -3.09 3.79 2.60  0.140
H -5.41 2.53 0.25  0.105
H -4.19 1.79 1.32  0.096
H -3.94 1.69 -0.43  -0.020
H -2.86 4.33 -1.59  0.057
H -2.63 5.53 -0.37  0.098
H -4.27 5.13 -0.89  0.117
Ba -2.07 2.26 -0.49  2.294

3.
C7H11N in the gas phase, computed with wB97M-V/def2-TZVPD.

The structure (SMILES) is C=C(CC)[C@]1(C)C=N1. For the highest occupied orbital energy, the calculation gives -8.9 eV. As for the HOMO-LUMO gap: 9.942 eV. The net charge is 0. The calculation puts the largest force on an atom at 0.8 eV Å⁻¹. As for the energy above the lowest of the compared OMol25 structures with the same formula, charge and spin: 253.2 kJ/mol.

Each line ends with the Löwdin charge.
Element x y z (Å)
C 0.21 -1.90 -0.18  0.063
C 0.21 -0.58 -0.28  -0.285
C 1.48 0.17 -0.58  -0.223
C 2.02 0.85 0.68  -0.097
C -1.01 0.24 -0.07  -0.427
C -2.23 -0.45 0.51  -0.042
C -1.20 1.43 -0.89  -0.058
N -0.85 1.70 0.27  0.183
H -0.67 -2.48 0.06  0.051
H 1.11 -2.47 -0.32  0.060
H 1.30 0.93 -1.35  0.105
H 2.22 -0.53 -0.96  0.106
H 2.99 1.31 0.46  0.072
H 1.33 1.62 1.02  0.054
H 2.15 0.11 1.48  0.080
H -1.97 -0.98 1.43  0.083
H -2.65 -1.15 -0.20  0.077
H -3.00 0.30 0.75  0.082
H -1.46 1.87 -1.83  0.116

net charge of number 1 (C78H61CoOP2S2SbTe)? +2